No. 1
A cluster of 2 separate species, C5H15N2 in total. Source: the OMol25 dataset; level of theory: ωB97M-V with the def2-TZVPD basis set.

Values from the calculation:
- F_max (eV/A) = 1.12
- relative energy (zero: lowest compared OMol25 entry of this formula, charge and spin) (kcal per mole) = 118.0
- charge = +1
- highest occupied orbital energy (eV) = -13.9381

Element x y z (Å)
N -0.100 -0.576 1.854
C -0.535 -0.953 0.520
C -1.142 -2.350 0.449
C 0.704 -0.819 -0.325
N 0.903 0.512 -0.665
C 1.963 0.781 -1.534
C -1.485 3.013 -0.353
H -1.147 3.717 -1.110
H 0.903 -0.627 1.996
H -0.524 -1.056 2.640
H -1.190 -0.146 0.163
H -1.397 -2.596 -0.586
H -0.414 -3.090 0.791
H -2.011 -2.401 1.107
H 1.561 -1.298 0.191
H 0.585 -1.418 -1.248
H 1.922 1.804 -1.901
H 2.919 0.659 -0.987
H 2.054 0.068 -2.358
H -0.771 2.200 -0.294
H -2.445 2.621 -0.694
H -1.598 3.524 0.600

Forces on the atoms, in the same order (eV/Å):
0.565 -0.271 0.120
0.406 0.258 0.758
0.120 0.158 -0.202
-1.085 -0.058 0.077
0.848 -0.716 -0.134
0.018 0.704 -0.320
-0.245 0.056 -0.419
0.071 0.123 0.037
-0.071 0.156 -0.003
-0.434 0.164 -0.157
-0.453 -0.390 -0.087
-0.323 -0.020 0.248
-0.003 0.056 0.034
-0.050 -0.084 -0.265
0.445 0.147 -0.305
0.215 0.045 -0.125
-0.013 0.021 0.081
-0.051 -0.038 0.242
-0.018 -0.251 0.019
0.031 0.020 0.218
-0.001 0.018 0.175
0.030 -0.098 0.008



No. 2
A structure of composition C5H15N2. Source: the OMol25 dataset; level of theory: ωB97M-V with the def2-TZVPD basis set.

Values from the calculation:
- F_max (eV/A) = 1.56
- relative energy (zero: lowest compared OMol25 entry of this formula, charge and spin) (kcal per mole) = 157.3
- charge = +1
- highest occupied orbital energy (eV) = -13.0196

Element x y z (Å)
C -1.164 -1.854 -1.705
N -0.299 1.191 -0.974
C 0.769 1.478 -1.917
C -0.007 -2.483 -1.866
N 0.703 0.487 0.993
C -0.139 0.868 2.102
C -0.244 -0.357 3.008
H -1.191 -0.995 -1.052
H -1.981 -1.949 -2.407
H -0.720 2.078 -0.674
H 0.839 0.608 -2.571
H 0.553 2.341 -2.539
H 1.763 1.472 -1.462
H 0.203 -3.104 -2.730
H 0.778 -2.432 -1.117
H 1.554 1.055 0.909
H 0.206 0.640 -0.072
H 0.261 1.727 2.641
H -1.106 1.203 1.712
H -0.974 -0.208 3.798
H 0.716 -0.527 3.486
H -0.521 -1.239 2.437

Forces on the atoms, in the same order (eV/Å):
0.621 0.676 -0.750
0.987 1.181 0.267
-0.319 -1.213 -0.822
-0.038 -0.292 -0.004
0.043 0.920 -0.392
0.339 0.541 0.211
-0.058 -0.293 0.087
-0.552 -0.465 0.712
0.022 -0.055 -0.043
-0.024 -0.133 0.148
-0.143 -0.136 -0.098
0.210 0.399 0.377
-0.001 0.604 0.135
-0.218 -0.345 0.254
0.105 0.331 -0.186
0.027 0.020 0.367
-0.818 -1.321 -0.138
0.092 -0.006 -0.040
-0.205 -0.459 -0.013
-0.137 0.215 -0.048
0.109 -0.110 -0.004
-0.039 -0.057 -0.019



No. 3
The ion C5H15N2 with charge +1. Source: the OMol25 dataset; level of theory: ωB97M-V with the def2-TZVPD basis set.

Values from the calculation:
- F_max (eV/A) = 0.67
- structure (SMILES) = C[C@H]([NH3+])CCCN
- relative energy (zero: lowest compared OMol25 entry of this formula, charge and spin) (kcal per mole) = 7.6
- charge = +1
- highest occupied orbital energy (eV) = -12.8424

Element x y z (Å)
C 0.438 -2.341 -0.800
C 0.391 -0.836 -0.661
N 1.690 -0.260 -1.233
C 0.261 -0.350 0.760
C 0.169 1.158 0.964
C -1.144 1.765 0.430
N -2.307 1.094 1.018
H -0.530 -2.759 -0.534
H 1.129 -2.816 -0.107
H 0.687 -2.628 -1.832
H -0.399 -0.413 -1.280
H 2.507 -0.512 -0.673
H 1.642 0.759 -1.245
H 1.867 -0.580 -2.188
H 1.022 -0.799 1.409
H -0.664 -0.759 1.173
H 1.006 1.717 0.527
H 0.190 1.315 2.038
H -1.104 2.839 0.607
H -1.185 1.674 -0.666
H -2.555 1.553 1.884
H -3.112 1.180 0.411

Forces on the atoms, in the same order (eV/Å):
-0.087 -0.125 -0.219
0.238 -0.164 0.272
0.019 0.149 -0.269
-0.269 -0.115 0.598
-0.455 0.015 -0.283
0.259 -0.210 -0.244
0.259 0.266 -0.204
-0.140 0.088 -0.219
0.328 0.160 -0.018
-0.152 -0.121 0.279
0.035 0.015 -0.113
-0.094 -0.132 0.147
0.025 0.046 -0.006
-0.085 -0.001 0.039
0.291 0.100 -0.273
-0.159 -0.058 -0.255
0.076 -0.027 0.180
0.191 0.220 0.171
-0.113 0.146 0.127
-0.077 -0.142 0.166
-0.053 -0.101 0.119
-0.037 -0.009 0.004



No. 4
The ion C5H15N2 with charge +1. Source: the OMol25 dataset; level of theory: ωB97M-V with the def2-TZVPD basis set.

Values from the calculation:
- F_max (eV/A) = 2.09
- structure (SMILES) = CNCCCC[NH3+]
- relative energy (zero: lowest compared OMol25 entry of this formula, charge and spin) (kcal per mole) = 22.4
- charge = +1
- highest occupied orbital energy (eV) = -12.7428

Element x y z (Å)
C 0.896 1.896 1.618
N 1.080 0.745 0.711
C 0.857 1.076 -0.706
C 0.496 -0.274 -1.420
C -1.013 -0.485 -1.316
C -1.590 -0.825 0.064
N -0.753 -1.944 0.701
H -0.118 2.268 1.560
H 1.233 1.557 2.596
H 1.624 2.673 1.351
H 1.979 0.300 0.808
H 1.688 1.662 -1.106
H -0.035 1.691 -0.797
H 1.139 -0.990 -0.905
H 0.781 -0.303 -2.470
H -1.597 0.387 -1.615
H -1.293 -1.298 -1.998
H -1.542 0.018 0.735
H -2.546 -1.285 -0.167
H 0.182 -1.595 0.887
H -1.268 -2.213 1.530
H -0.691 -2.673 0.002

Forces on the atoms, in the same order (eV/Å):
1.916 -0.686 -0.462
-1.367 -0.056 -0.207
-0.230 -0.868 0.047
0.495 1.831 0.291
0.011 -0.971 0.191
1.195 -0.606 -1.158
-1.145 1.064 -0.775
-0.119 -0.003 0.253
-0.649 0.179 0.290
-0.419 0.337 -0.033
0.348 0.309 0.189
0.061 -0.289 -0.343
0.039 0.354 0.252
-0.323 -0.578 -0.199
0.017 0.156 -0.022
0.321 0.103 -0.360
-0.097 0.093 0.035
-0.415 0.027 0.283
-0.383 0.376 0.800
0.311 0.416 0.424
0.419 -0.572 0.323
0.013 -0.618 0.179



No. 5
The ion C5H15N2 with charge +1. Source: the OMol25 dataset; level of theory: ωB97M-V with the def2-TZVPD basis set.

Values from the calculation:
- F_max (eV/A) = 4.41
- structure (SMILES) = CCC[C@@](C)(N)[NH3+]
- relative energy (zero: lowest compared OMol25 entry of this formula, charge and spin) (kcal per mole) = 62.5
- charge = +1
- highest occupied orbital energy (eV) = -14.2888

Element x y z (Å)
C -1.304 0.379 -2.160
C -1.006 -0.910 -1.612
C -0.028 -0.735 -0.265
C 0.169 0.186 0.923
C 1.032 1.396 0.684
N -0.911 0.404 1.652
N 1.436 -0.782 1.716
H -2.119 0.171 -2.944
H -0.495 0.880 -2.681
H -1.815 0.925 -1.421
H -1.865 -1.414 -1.140
H -0.490 -1.599 -2.306
H -0.459 -1.559 0.143
H 0.946 -0.986 -0.455
H 2.046 1.074 0.384
H 0.650 1.862 -0.282
H 1.062 2.031 1.510
H -1.105 1.250 2.229
H -1.717 -0.263 1.486
H 2.012 -1.206 0.875
H 0.943 -1.382 2.372
H 2.133 -0.365 2.223

Forces on the atoms, in the same order (eV/Å):
-2.591 0.167 -3.562
2.044 -0.615 2.988
-1.013 0.104 -1.140
1.090 1.744 -1.895
-0.040 -0.776 -3.593
-3.235 -0.670 1.340
-0.745 -2.264 -2.801
1.070 0.711 0.674
0.101 0.184 0.330
-0.303 1.441 0.815
0.029 0.237 -0.849
-0.145 0.250 0.614
-0.503 -2.926 1.967
2.138 -0.804 -1.635
-0.336 0.294 0.346
0.231 0.019 1.518
0.063 1.271 1.159
0.507 -1.206 -0.803
1.307 1.458 0.648
-1.875 0.132 2.561
0.284 -0.900 -0.541
1.921 2.146 1.860



No. 6
A cluster of 2 separate species, C5H15N2 in total. Source: the OMol25 dataset; level of theory: ωB97M-V with the def2-TZVPD basis set.

Values from the calculation:
- F_max (eV/A) = 1.27
- relative energy (zero: lowest compared OMol25 entry of this formula, charge and spin) (kcal per mole) = 7.2
- charge = +1
- highest occupied orbital energy (eV) = -14.7700

Element x y z (Å)
N -1.217 -0.154 2.483
C -1.529 1.048 2.030
N -1.284 1.509 0.835
H -0.940 -0.875 1.821
H -1.825 -0.481 3.228
H -1.843 1.764 2.783
H -1.330 2.505 0.706
H -0.709 0.977 0.189
C -0.460 -0.885 -1.414
C 0.994 -0.480 -1.675
C 1.434 0.730 -0.858
C 1.935 -1.633 -1.343
H -0.738 -1.719 -2.056
H -0.561 -1.150 -0.353
H -1.155 -0.079 -1.671
H 1.062 -0.225 -2.736
H 2.477 0.978 -1.063
H 1.432 0.509 0.220
H 0.869 1.647 -1.060
H 1.727 -2.532 -1.926
H 2.976 -1.364 -1.529
H 1.878 -1.903 -0.283

Forces on the atoms, in the same order (eV/Å):
-1.075 -0.214 -0.635
0.955 0.430 0.424
0.382 -0.271 0.544
0.052 0.103 0.146
0.554 -0.046 0.226
-0.600 -0.114 -0.164
-0.110 0.178 -0.221
-0.238 0.006 -0.240
0.347 0.477 -0.202
-0.024 -0.082 0.106
0.230 0.199 0.110
0.219 -0.196 -0.167
-0.044 -0.222 0.284
-0.228 -0.250 -0.112
-0.001 0.030 0.135
0.172 -0.050 0.024
-0.030 -0.004 -0.129
-0.208 -0.001 -0.039
-0.095 -0.107 -0.016
-0.091 0.053 0.005
-0.035 0.044 -0.066
-0.133 0.038 -0.014